Entry 1:
{
  "formula": "C59H69BaN7SSbTe",
  "method": "ωB97M-V/def2-TZVPD",
  "lumo_ev": -2.69,
  "e_tot_ha": -3604.7320,
  "homo_lumo_gap_ev": 4.7,
  "total_charge": 1,
  "e_above_lowest_ev": 0.946,
  "symbols": ["Ba", "C", "C", "C", "C", "C", "C", "C", "N", "C", "C", "C", "C", "C", "C", "C", "N", "C", "C", "C", "C", "H", "H", "H", "H", "H", "H", "H", "H", "H", "H", "H", "H", "H", "H", "H", "H", "H", "H", "H", "H", "H", "H", "H", "H", "C", "C", "C", "C", "C", "C", "N", "N", "C", "C", "C", "C", "C", "C", "H", "H", "H", "H", "H", "H", "H", "H", "H", "C", "C", "C", "C", "N", "C", "C", "C", "C", "C", "C", "N", "H", "H", "H", "H", "H", "H", "H", "H", "C", "C", "Sb", "C", "C", "C", "C", "H", "H", "H", "H", "H", "H", "H", "H", "H", "H", "H", "H", "H", "H", "H", "C", "Te", "C", "C", "C", "C", "C", "C", "C", "H", "H", "H", "H", "H", "H", "H", "H", "S", "C", "N", "C", "C", "C", "C", "H", "H", "H", "H", "H"],
  "positions_angstrom": [[0.56073, -0.23724, -0.42350], [3.47968, 4.04419, 5.56047], [2.20298, 4.41427, 4.80664], [1.03234, 4.42899, 5.79948], [2.38050, 5.81159, 4.19699], [1.88925, 3.41775, 3.69753], [2.64346, 2.27993, 3.45426], [2.24775, 1.41421, 2.44577], [1.18460, 1.60153, 1.67589], [0.45619, 2.71360, 1.87986], [0.77809, 3.61277, 2.88073], [-0.74631, 2.87943, 1.01687], [-1.48843, 4.04553, 0.99758], [-2.66508, 4.13320, 0.25023], [-3.03467, 3.00025, -0.46159], [-2.21878, 1.88057, -0.41076], [-1.08831, 1.81073, 0.28159], [-3.48270, 5.41727, 0.26463], [-3.93827, 5.69530, 1.70485], [-2.60812, 6.57710, -0.23190], [-4.71797, 5.31732, -0.62968], [3.66568, 4.78441, 6.33923], [4.34902, 4.03120, 4.89998], [3.39468, 3.07031, 6.04584], [1.23594, 5.14316, 6.59914], [0.89035, 3.44377, 6.24624], [0.09581, 4.71682, 5.31954], [2.61026, 6.53090, 4.98445], [1.47692, 6.15210, 3.68992], [3.19932, 5.82253, 3.47506], [3.52009, 2.04277, 4.03846], [2.82161, 0.51252, 2.26434], [0.13933, 4.46674, 3.05444], [-1.15864, 4.89507, 1.57767], [-3.94063, 2.96107, -1.04734], [-2.50734, 0.97934, -0.94470], [-3.09042, 5.82627, 2.37867], [-4.54932, 4.87501, 2.08524], [-4.53419, 6.60884, 1.73288], [-1.73194, 6.72632, 0.40038], [-3.18591, 7.50258, -0.22445], [-2.26490, 6.39815, -1.25263], [-5.39607, 4.53013, -0.29580], [-4.44913, 5.12794, -1.67062], [-5.26506, 6.25996, -0.59473], [-1.14107, 1.45524, 4.94762], [-2.21591, 1.65446, 4.08686], [-2.43626, 0.82018, 3.00609], [-1.56983, -0.26004, 2.74398], [-0.50680, -0.46959, 3.63579], [-0.29534, 0.38090, 4.70903], [-1.71299, -1.04753, 1.61169], [-2.89599, -0.84469, 0.89972], [-2.91182, -1.62128, -0.15364], [-3.96731, -1.52327, -1.13150], [-3.98110, -2.31094, -2.23611], [-2.96823, -3.28728, -2.47253], [-1.97536, -3.44278, -1.54546], [-1.89726, -2.60731, -0.41105], [-0.98397, 2.10539, 5.79771], [-2.90105, 2.47566, 4.26701], [-3.27221, 0.97412, 2.34083], [0.16948, -1.30558, 3.48563], [0.53596, 0.19408, 5.37971], [-4.76154, -0.81166, -0.93604], [-4.79249, -2.21382, -2.94842], [-3.01655, -3.92059, -3.34870], [-1.22114, -4.20602, -1.69514], [4.85992, -2.16072, 1.21506], [5.89820, -1.52481, 0.55790], [5.60272, -0.52939, -0.36019], [4.27753, -0.19376, -0.60488], [3.27289, -0.79696, 0.04679], [3.56835, -1.75575, 0.92073], [3.90264, 0.89071, -1.56883], [4.83963, 1.46825, -2.41584], [4.46665, 2.53349, -3.21880], [3.15991, 2.98424, -3.16791], [2.27412, 2.30788, -2.34799], [2.62242, 1.29087, -1.56095], [5.03717, -2.93855, 1.94433], [6.92758, -1.78961, 0.75935], [6.40572, -0.01496, -0.86515], [2.72112, -2.22420, 1.41606], [5.85278, 1.09840, -2.45128], [5.18920, 3.00331, -3.87239], [2.82236, 3.81734, -3.76768], [1.23096, 2.60983, -2.30319], [1.84800, 0.36168, -5.29508], [0.41846, 0.87878, -5.14105], [-0.73575, -0.42807, -3.86542], [-0.54964, -2.15653, -5.12781], [-1.08296, -1.96277, -6.54206], [-2.72967, 0.17405, -4.43313], [-2.82296, 1.17668, -5.57800], [2.46558, 1.06396, -5.85956], [1.86810, -0.59050, -5.82738], [2.33106, 0.19782, -4.32708], [-0.07145, 0.96713, -6.11041], [0.41169, 1.87308, -4.68832], [-1.07754, -2.95992, -4.61133], [0.50969, -2.41451, -5.12601], [-2.14711, -1.72257, -6.54345], [-0.95541, -2.87236, -7.13326], [-0.56001, -1.16064, -7.06650], [-3.19567, 0.57151, -3.53063], [-3.25774, -0.75162, -4.66641], [-2.28790, 2.10049, -5.35001], [-3.86446, 1.44163, -5.77192], [-2.40903, 0.77717, -6.50443], [-1.42056, -4.01916, 2.91407], [-0.65150, -2.94849, 1.18973], [-0.02445, -5.00663, 0.65850], [-0.85098, -5.96594, 1.46341], [-0.98076, -7.31245, 1.12846], [-1.75810, -8.16249, 1.89616], [-2.42194, -7.67183, 3.01378], [-2.30847, -6.33461, 3.35126], [-1.52427, -5.47482, 2.58449], [-2.38054, -3.57486, 3.17492], [-0.71163, -3.79994, 3.71548], [1.03102, -5.05539, 0.94879], [-0.07533, -5.22902, -0.40615], [-0.46604, -7.69342, 0.25302], [-1.85391, -9.20569, 1.62396], [-3.03610, -8.33023, 3.61394], [-2.83886, -5.94594, 4.21232], [1.70259, -2.78736, -2.34670], [2.09339, -4.39979, -2.05964], [1.35737, -5.37295, -2.66395], [1.53927, -6.70610, -2.49327], [2.52471, -7.15824, -1.67742], [3.34446, -6.20240, -1.03886], [3.14235, -4.86541, -1.22630], [0.61529, -5.04057, -3.26785], [0.86412, -7.35252, -3.03433], [2.67230, -8.21716, -1.53436], [4.14391, -6.53918, -0.39122], [3.76194, -4.12136, -0.74836]],
  "lowdin_charge": [1.443, -0.061, -0.553, -0.036, -0.038, -0.144, 0.013, -0.127, 0.016, -0.196, 0.044, -0.213, 0.046, -0.139, 0.025, -0.135, -0.047, -0.557, -0.034, -0.039, -0.061, 0.090, 0.090, 0.088, 0.092, 0.081, 0.083, 0.091, 0.078, 0.093, 0.108, 0.093, 0.110, 0.108, 0.110, 0.084, 0.079, 0.094, 0.091, 0.078, 0.090, 0.092, 0.090, 0.089, 0.090, -0.118, -0.092, -0.045, -0.325, -0.083, -0.107, -0.347, -0.002, -0.422, -0.049, -0.116, -0.140, -0.183, -0.437, 0.085, 0.102, 0.094, 0.068, 0.103, 0.109, 0.103, 0.092, 0.065, -0.046, -0.034, 0.006, -0.212, -0.034, -0.170, -0.213, 0.003, -0.032, -0.043, -0.151, -0.013, 0.115, 0.118, 0.108, 0.095, 0.109, 0.119, 0.117, 0.112, -0.194, -0.448, 1.324, -0.453, -0.176, -0.437, -0.189, 0.071, 0.061, 0.042, 0.040, 0.032, 0.021, 0.012, 0.059, 0.071, 0.060, 0.025, 0.040, 0.063, 0.072, 0.055, -0.275, 1.635, -0.323, -0.271, -0.046, -0.084, -0.082, -0.038, -0.273, 0.080, 0.069, 0.056, 0.028, 0.102, 0.102, 0.104, 0.116, 0.566, -0.755, 0.056, -0.063, -0.051, -0.036, -0.081, 0.142, 0.136, 0.114, 0.119, 0.093]
}

=====

Entry 2:
{
  "formula": "C59H73ClFFeN5O5PS2",
  "method": "ωB97M-V/def2-TZVPD",
  "lumo_ev": [-3.13, -3.13],
  "multiplicity": 5,
  "e_tot_ha": -5903.3911,
  "s2": 6.0174,
  "homo_lumo_gap_ev": [5.4, 5.2],
  "total_charge": 1,
  "e_above_lowest_ev": 0.648,
  "symbols": ["Fe", "Cl", "C", "C", "C", "C", "O", "C", "C", "O", "C", "H", "H", "H", "H", "S", "C", "N", "C", "C", "N", "C", "C", "C", "C", "C", "C", "C", "C", "S", "C", "C", "C", "C", "C", "C", "C", "H", "H", "H", "H", "H", "H", "H", "H", "H", "H", "H", "H", "H", "H", "H", "H", "H", "H", "C", "C", "N", "C", "C", "C", "O", "O", "C", "O", "C", "C", "C", "F", "C", "C", "C", "N", "C", "C", "N", "C", "C", "H", "H", "H", "H", "H", "H", "H", "H", "H", "H", "H", "H", "H", "H", "H", "H", "H", "H", "C", "C", "C", "C", "C", "C", "P", "C", "C", "C", "C", "C", "C", "C", "C", "C", "C", "C", "C", "H", "H", "H", "H", "H", "H", "H", "H", "H", "H", "H", "H", "H", "H", "H", "H", "H", "H", "H", "H", "H", "H", "H", "H", "H", "H", "H", "H", "H", "H", "H", "H", "H"],
  "positions_angstrom": [[1.29836, -0.23496, -2.06370], [-2.62954, -6.13276, -3.96034], [-1.44763, -4.99187, -3.39849], [-0.11246, -5.41478, -3.21545], [0.83809, -4.54198, -2.77838], [0.53539, -3.16717, -2.50831], [1.43879, -2.37552, -2.10982], [-0.84166, -2.77023, -2.68683], [-1.25950, -1.45338, -2.41257], [-0.51771, -0.48018, -2.13214], [-1.80366, -3.70693, -3.13260], [0.14510, -6.44301, -3.43399], [1.86109, -4.86240, -2.63080], [-2.32885, -1.23901, -2.52815], [-2.82903, -3.38204, -3.26768], [0.91970, 2.29150, -2.10278], [0.35937, 2.77012, -3.62080], [0.02004, 4.06029, -3.81771], [-0.26930, 4.50815, -5.17043], [-1.17249, 3.50054, -5.83320], [-0.48926, 2.21584, -5.83290], [-0.91353, 1.28414, -6.87466], [-0.71133, 1.86902, -8.25026], [-1.78966, 2.10779, -9.09248], [-1.59089, 2.64515, -10.35692], [-0.30955, 2.95878, -10.78312], [0.77008, 2.73973, -9.93820], [0.57087, 2.19912, -8.67860], [0.22334, 1.82591, -4.74812], [0.93764, 0.30426, -4.71570], [-0.22120, 5.00656, -2.73496], [-1.67469, 5.41739, -2.70116], [-2.66302, 4.44390, -2.57708], [-4.00191, 4.79829, -2.59294], [-4.36776, 6.13186, -2.72341], [-3.38911, 7.10752, -2.82817], [-2.04756, 6.74990, -2.81985], [0.65976, 4.58142, -5.74476], [-0.74139, 5.48701, -5.12905], [-1.36528, 3.78719, -6.86567], [-2.12871, 3.43492, -5.30022], [-1.97226, 1.04512, -6.72204], [-0.33410, 0.37297, -6.76345], [-2.79346, 1.86479, -8.76255], [-2.43761, 2.82250, -11.00688], [-0.15166, 3.36849, -11.77192], [1.77135, 2.98901, -10.26458], [1.41399, 2.02093, -8.02019], [0.42239, 5.87945, -2.86993], [0.05544, 4.51539, -1.80643], [-2.37509, 3.40314, -2.46556], [-4.76383, 4.03501, -2.49986], [-5.41337, 6.40935, -2.73930], [-3.66666, 8.14946, -2.91880], [-1.28381, 7.51456, -2.90416], [6.97518, 1.58434, 3.12870], [6.78530, 0.22866, 2.45370], [5.44555, 0.08432, 1.88788], [5.28466, 0.19615, 0.54697], [4.09266, 0.14576, -0.10352], [4.18095, 0.18083, -1.61747], [5.27653, 0.32946, -2.13497], [3.07380, 0.04095, -2.24421], [2.86849, 0.08051, 0.64720], [1.72704, 0.01619, 0.17205], [3.05209, 0.05895, 2.10071], [1.93282, 0.08611, 2.93671], [2.06494, -0.18329, 4.26915], [0.96643, -0.16226, 5.05983], [3.29556, -0.51768, 4.83361], [4.42607, -0.38110, 4.04268], [4.32735, -0.06044, 2.68512], [3.42049, -1.05276, 6.14239], [4.07183, -0.25844, 7.16210], [4.66510, -1.19817, 8.20431], [3.55794, -2.03819, 8.76507], [2.87885, -2.82443, 7.68202], [2.32000, -1.83952, 6.66519], [7.99266, 1.67052, 3.50852], [6.28061, 1.71282, 3.95912], [6.80196, 2.38684, 2.41252], [6.98313, -0.58606, 3.15221], [7.49129, 0.12988, 1.63270], [6.17931, 0.31037, -0.05215], [0.96068, 0.31299, 2.52068], [5.38829, -0.58990, 4.48986], [3.37319, 0.44089, 7.65392], [4.86967, 0.32873, 6.71186], [5.14585, -0.64953, 9.01258], [5.38784, -1.86367, 7.73623], [2.86412, -1.41335, 9.18395], [3.91019, -2.65524, 9.49666], [2.08986, -3.43107, 8.12336], [3.61925, -3.47101, 7.21483], [1.53726, -1.22846, 7.14001], [1.86100, -2.39946, 5.85124], [-5.74986, -3.47071, 1.66549], [-4.74717, -4.24208, 0.81196], [-3.32914, -3.69149, 1.03639], [-3.33502, -2.17093, 1.30063], [-4.51749, -1.54272, 0.55943], [-5.84338, -2.01465, 1.17743], [-1.72806, -1.46266, 0.66700], [-1.62520, 0.29084, 1.33008], [-2.14379, 0.55528, 2.76484], [-3.33166, 1.51647, 2.77289], [-2.92993, 2.87770, 2.19473], [-2.05911, 2.71785, 0.92948], [-2.19470, 1.31555, 0.33588], [-0.42339, -2.27273, 1.75258], [0.08352, -3.57736, 1.12382], [1.46908, -3.92594, 1.68754], [1.57465, -3.55721, 3.18055], [0.18841, -3.60693, 3.82252], [-0.71526, -2.50108, 3.24626], [-5.41725, -3.49743, 2.70717], [-6.73311, -3.94158, 1.62511], [-5.02683, -4.15033, -0.24064], [-4.77178, -5.30512, 1.05673], [-2.71779, -3.90656, 0.15334], [-2.87214, -4.20745, 1.88490], [-3.46319, -1.97376, 2.37013], [-4.46349, -1.83250, -0.49421], [-4.46913, -0.45378, 0.59584], [-6.63856, -1.92088, 0.43431], [-6.10751, -1.36633, 2.01673], [-0.54287, 0.44819, 1.29267], [-1.34469, 0.99998, 3.37033], [-2.43364, -0.37306, 3.25702], [-3.69209, 1.64635, 3.79588], [-4.15464, 1.09151, 2.19381], [-2.37832, 3.44012, 2.95252], [-3.82818, 3.45337, 1.96159], [-1.00398, 2.88345, 1.16906], [-2.33881, 3.46847, 0.18645], [-1.63335, 1.25179, -0.59839], [-3.24332, 1.11599, 0.10104], [0.40355, -1.56064, 1.65059], [0.15444, -3.46319, 0.04491], [-0.61775, -4.39132, 1.31962], [2.23388, -3.38904, 1.12078], [1.65755, -4.99419, 1.55876], [1.98326, -2.54730, 3.29218], [2.25729, -4.24296, 3.69122], [0.25640, -3.49820, 4.91120], [-0.24904, -4.58953, 3.63030], [-0.54919, -1.57644, 3.80420], [-1.75623, -2.79629, 3.40005]],
  "lowdin_charge": [0.508, 0.643, -0.685, -0.091, 0.000, -0.369, -0.066, -0.151, -0.224, -0.234, -0.076, 0.106, 0.117, 0.128, 0.113, 0.840, -0.606, -0.110, -0.098, -0.104, -0.108, -0.131, -0.233, -0.049, -0.077, -0.084, -0.073, -0.032, -0.619, 0.847, -0.126, -0.220, -0.052, -0.072, -0.082, -0.075, -0.043, 0.144, 0.133, 0.130, 0.137, 0.138, 0.063, 0.113, 0.105, 0.104, 0.106, 0.121, 0.137, 0.060, 0.114, 0.107, 0.105, 0.106, 0.114, -0.059, -0.181, -0.032, 0.045, -0.004, -0.568, 0.055, -0.160, -0.275, -0.008, -0.029, 0.077, -0.210, 0.063, -0.159, 0.065, -0.120, -0.091, -0.133, -0.088, 0.062, -0.078, -0.142, 0.081, 0.063, 0.087, 0.114, 0.125, 0.146, 0.114, 0.117, 0.142, 0.136, 0.139, 0.142, 0.183, 0.186, 0.142, 0.144, 0.137, 0.117, -0.201, -0.195, -0.210, -0.454, -0.216, -0.187, 1.180, -0.416, -0.188, -0.200, -0.185, -0.183, -0.222, -0.411, -0.202, -0.165, -0.198, -0.191, -0.182, 0.110, 0.106, 0.112, 0.109, 0.097, 0.102, 0.097, 0.111, 0.077, 0.109, 0.105, 0.067, 0.108, 0.080, 0.110, 0.098, 0.105, 0.106, 0.112, 0.090, 0.076, 0.098, 0.073, 0.085, 0.103, 0.110, 0.111, 0.081, 0.105, 0.088, 0.115, 0.085, 0.096]
}

=====

Q: Which formula does entry 1 have?
A: C59H69BaN7SSbTe